# 1
ORCA calculation (ωB97M-V/def2-TZVPD) on a 2-piece molecular cluster, C3H7F2N2 overall at a distorted geometry.

Values from the calculation:
2S+1: 1
Relative energy (zero: lowest compared OMol25 entry of this formula, charge and spin): 82.7 kcal/mol
Highest occupied orbital energy: -12.9 eV
Net charge: +1
Energy: -11629.3912 eV
Strongest force on any atom: 6.425 eV Å⁻¹
Frontier orbital gap: 8.16 eV

```
14
C3H7F2N2 ωB97M-V/def2-TZVPD
C -1.2126 -0.9657 -0.3876
C 2.0871 1.0150 -0.1820
C 1.0596 -0.9429 0.3755
N -2.5081 -0.6257 -0.1990
N -0.3259 -0.5119 0.4934
F 1.2232 1.9439 0.2457
F 1.6896 -1.1845 1.4651
H -0.8072 -1.4352 -1.1851
H 2.8724 0.9818 0.4508
H 2.3704 1.1291 -1.1856
H 1.3388 -1.6168 -0.5108
H -3.2615 -0.6112 -0.8523
H -2.7615 -0.2346 0.6147
H -0.6939 -0.3270 1.4065
```

# 2
ORCA calculation (ωB97M-V/def2-TZVPD) on C12H15NPtSSeSiTe as an isolated structure.

Values from the calculation:
2S+1: 1
Relative energy (zero: lowest compared OMol25 entry of this formula, charge and spin): 0.0 kcal/mol
Highest occupied orbital energy: 0.9 eV
Net charge: -2
Energy: -108779.5738 eV
Strongest force on any atom: 0.512 eV Å⁻¹
Frontier orbital gap: 3.51 eV

```
33
C12H15NPtSSeSiTe ωB97M-V/def2-TZVPD
Pt -0.1512 -1.0971 -1.2819
S 3.3041 -3.1972 0.6660
C 3.6196 -3.1648 -1.0336
C 2.6368 -2.5570 -1.7465
C 1.5334 -2.0836 -0.9420
C 1.7959 -2.3787 0.3891
C 0.8432 -2.0059 1.3974
C 0.9435 -2.2921 2.7658
C -0.0780 -1.9093 3.6082
C -1.1863 -1.2432 3.0780
C -1.2174 -0.9791 1.7190
N -0.2334 -1.3361 0.8946
H 4.5336 -3.6015 -1.4084
H 2.6396 -2.4329 -2.8209
H 1.8152 -2.8174 3.1371
H -0.0172 -2.1281 4.6699
H -2.0121 -0.9256 3.7020
H -2.0318 -0.4462 1.2391
Te 0.1857 -1.1316 -3.8081
C -2.7153 3.5283 -0.8671
Si -1.4056 2.1658 -1.1003
C -0.3099 2.3006 0.4373
C -0.3716 2.7122 -2.5649
Se -2.4110 0.1887 -1.3104
H -2.2301 4.4920 -0.6856
H -3.3657 3.3051 -0.0195
H -3.3401 3.6208 -1.7568
H 0.0952 3.3111 0.5454
H 0.5191 1.5937 0.3697
H -0.8862 2.0616 1.3345
H -0.0094 3.7351 -2.4093
H -0.9632 2.6736 -3.4806
H 0.4705 2.0386 -2.7173
```

# 3
ORCA calculation (ωB97M-V/def2-TZVPD) on C35H47BeBrN4P2 as an isolated structure at a distorted geometry.

Values from the calculation:
2S+1: 1
Relative energy (zero: lowest compared OMol25 entry of this formula, charge and spin): 0.0 kcal/mol
Highest occupied orbital energy (spin up / spin down): -12.2 / -12.2 eV
Net charge: +2
Energy: -132023.8610 eV
Strongest force on any atom: 4.592 eV Å⁻¹
Frontier orbital gap (spin up / spin down): 3.65 / 3.57 eV

```
90
C35H47BeBrN4P2 ωB97M-V/def2-TZVPD
N 2.5162 -1.5118 -6.5637
C 2.8499 -2.4037 -5.6349
C 2.5436 -2.2301 -4.2781
C 1.7992 -1.0807 -3.8857
C 1.5404 -0.0982 -4.8768
C 1.9002 -0.3924 -6.2033
C 1.1171 -1.0728 -2.5854
Be 0.9444 0.0142 -1.0929
P -3.2058 1.3070 1.5475
C -0.1182 -0.3537 -2.3547
C -1.3575 -1.0649 -2.0134
C -2.5787 -0.4272 -2.2885
C -3.7928 -1.0488 -2.0222
C -3.7855 -2.3365 -1.4488
C -2.5746 -3.0113 -1.2247
C -1.3627 -2.3613 -1.4737
Br -5.3799 -3.0899 -0.9110
H 1.2820 -2.0150 -2.0457
H -0.2706 0.5844 -2.9029
H 2.8219 -3.0033 -3.5565
H 1.0359 0.8520 -4.6750
H 3.3715 -3.3019 -5.9663
H 1.6596 0.3081 -7.0036
H -2.5684 0.5856 -2.7077
H -0.4204 -2.8757 -1.2724
H -4.7292 -0.5321 -2.2263
H -2.5963 -4.0352 -0.8494
P 1.5334 2.0787 -0.5870
C -4.4509 -0.0379 1.5050
C -5.9072 0.4267 1.6800
H -4.2141 -0.7545 2.3074
H -4.3377 -0.5731 0.5482
H -6.5835 -0.4363 1.5847
H -6.0624 0.8591 2.6782
H -6.2142 1.1716 0.9329
C -3.4049 1.9632 -0.1503
C -4.2917 3.2143 -0.1609
H -3.8287 1.1723 -0.7793
H -2.4244 2.2052 -0.5698
H -4.3042 3.6554 -1.1647
H -5.3273 2.9857 0.1193
H -3.9178 3.9768 0.5345
C -1.7065 0.4835 2.1590
C -1.7086 0.5363 3.7025
H -0.8150 0.9916 1.7558
H -1.7081 -0.5536 1.7915
H -0.6899 0.5537 4.1072
H -2.2210 1.4400 4.0612
H -2.2293 -0.3280 4.1337
C 2.0304 2.2765 1.1867
C 3.2119 3.1946 1.4981
H 2.2267 1.2620 1.5630
H 1.1351 2.6448 1.7138
H 4.1604 2.7909 1.1223
H 3.0713 4.1980 1.0803
H 3.2968 3.3055 2.5870
C -0.0157 3.0496 -0.6419
C -0.4582 3.5614 -2.0127
H 0.0743 3.8861 0.0698
H -0.7553 2.3507 -0.2249
H 0.2791 4.2662 -2.4215
H -0.6131 2.7566 -2.7511
H -1.4115 4.1026 -1.9100
C 2.7272 3.0458 -1.5867
C 4.0168 2.2908 -1.9161
H 2.9500 3.9785 -1.0415
H 2.2125 3.3444 -2.5137
H 4.7217 2.9823 -2.3996
H 4.5067 1.8825 -1.0216
H 3.8349 1.4593 -2.6116
N 1.2140 -4.6634 7.9026
C 1.4215 -4.2209 6.8354
C 1.6744 -3.7008 5.5264
C 2.9838 -3.6212 5.0308
C 3.2365 -3.1174 3.7465
C 2.1488 -2.7049 2.9681
C 0.8323 -2.8500 3.4243
C 0.5965 -3.3268 4.7150
N 2.3545 -2.0478 1.7425
C 3.5615 -1.9179 1.0122
C 3.2656 -1.1973 -0.0878
N 1.9067 -0.8332 -0.0325
C 1.3943 -1.3890 1.0645
H 3.8176 -3.9623 5.6498
H 4.2552 -3.0177 3.3600
H -0.0133 -2.6001 2.7855
H -0.4270 -3.4262 5.0769
H 4.4965 -2.3178 1.3831
H 3.8756 -0.8936 -0.9232
H 0.3757 -1.2563 1.3789
```

# 4
ORCA calculation (ωB97M-V/def2-TZVPD) on CH10O6 as an isolated structure at a distorted geometry.

Values from the calculation:
2S+1: 2
Relative energy (zero: lowest compared OMol25 entry of this formula, charge and spin): 12.6 kcal/mol
Highest occupied orbital energy (spin up / spin down): -14.6 / -14.6 eV
Net charge: +1
Energy: -13474.2487 eV
Strongest force on any atom: 3.165 eV Å⁻¹
Frontier orbital gap (spin up / spin down): 9.97 / 5.00 eV

```
17
CH10O6 ωB97M-V/def2-TZVPD
H -0.0351 -0.2526 -0.7765
O 0.9259 0.5518 -0.5724
O -1.1809 -0.6276 -0.9968
H 1.1521 0.7610 -1.4877
H 0.6529 1.3298 -0.0196
C -2.0623 -0.2849 -0.1386
H -3.0725 -0.5375 -0.4859
O -1.6106 0.2365 0.9032
O 0.4564 -1.9532 2.8934
H 0.2161 -1.6240 2.0259
H 0.8322 -1.2161 3.3821
O 0.8693 -1.5299 -2.3699
H 0.3872 -2.2680 -1.9883
H 0.8249 -1.5791 -3.3272
O 0.5888 2.9309 0.6237
H 1.2922 3.2048 1.2203
H -0.2366 2.8581 1.1144
```

# 5
ORCA calculation (ωB97M-V/def2-TZVPD) on C5H16B2N5O5V as an isolated structure at a distorted geometry.

Values from the calculation:
2S+1: 1
Highest occupied orbital energy: -15.7 eV
Net charge: +2
Energy: -50142.8652 eV
Strongest force on any atom: 7.297 eV Å⁻¹
Frontier orbital gap: 3.18 eV

```
34
C5H16B2N5O5V ωB97M-V/def2-TZVPD
N 2.5599 2.7815 0.0912
B 1.5974 2.4071 -1.0574
O 1.3283 3.4671 -2.0697
B 0.8331 0.9522 -1.1941
O 1.6039 -0.2723 -1.4919
C 1.1592 -1.3852 -0.5882
C 2.5353 -1.9621 0.0915
O 2.5753 -1.9051 1.5621
N 3.0213 -0.6344 1.8212
O 4.2256 -0.6403 2.0228
C 0.0045 -0.6995 0.4089
C -1.3733 -1.2497 -0.2860
C -2.7479 -0.4957 0.1874
N -3.7054 -1.3731 0.9914
N -3.4690 -0.0775 -1.1114
N -2.5483 0.7744 0.9830
O 0.4249 0.6990 0.2321
H 2.8136 1.9278 0.6363
H 2.0839 3.4645 0.7527
H 0.4357 3.1950 -2.4691
H -0.2411 1.0602 -1.7084
H 0.7077 -2.3466 -1.0966
H 3.4284 -1.3253 -0.3787
H 2.6995 -3.0629 -0.3401
H 0.1072 -1.0385 1.5488
H -1.1944 -1.2560 -1.4558
H -1.4828 -2.3897 0.0505
H -3.3896 -1.2593 2.0017
H -4.6160 -0.8215 0.9729
H -2.7382 0.3202 -1.7742
H -3.7429 -0.9928 -1.5671
H -1.9932 0.6310 1.8548
H -2.0866 1.4498 0.3219
V 1.1840 2.0576 2.0576
```

# 6
ORCA calculation (ωB97M-V/def2-TZVPD) on C43H40F5IrN3OPS4 as an isolated structure at a distorted geometry.

Values from the calculation:
2S+1: 2
Relative energy (zero: lowest compared OMol25 entry of this formula, charge and spin): 72.4 kcal/mol
Highest occupied orbital energy (spin up / spin down): -13.3 / -13.3 eV
Net charge: +3
Energy: -120789.1812 eV
Strongest force on any atom: 4.519 eV Å⁻¹
Frontier orbital gap (spin up / spin down): 3.05 / 2.00 eV

```
98
C43H40F5IrN3OPS4 ωB97M-V/def2-TZVPD
Ir -0.5478 -1.0302 0.6274
C -1.5583 -2.0311 4.0318
C -1.6721 -0.5147 4.0060
S -1.8691 0.3178 2.3980
C -3.5909 0.0550 1.8920
C -4.0319 -1.3764 1.6721
S -2.9098 -2.3811 0.6219
C -2.7491 -3.9108 1.6074
C -1.3704 -4.1727 2.1866
S -0.4418 -2.7282 2.7607
H -2.5264 -2.5128 3.9200
H -1.1443 -2.3268 4.9959
H -0.7619 -0.0636 4.4019
H -2.5090 -0.1976 4.6291
H -3.6672 0.6339 0.9710
H -4.2254 0.5216 2.6470
H -4.9860 -1.3569 1.1443
H -4.1794 -1.8963 2.6155
H -2.9937 -4.7180 0.9166
H -3.5204 -3.8883 2.3745
H -0.6969 -4.6066 1.4459
H -1.4458 -4.8667 3.0246
F -0.9973 4.5065 -4.2811
C -1.1267 3.3303 -3.6904
C -0.8919 3.2146 -2.3297
F -0.5147 4.2857 -1.6158
C -1.0646 2.0009 -1.7022
F -0.8691 1.9349 -0.3659
C -1.4593 0.8533 -2.3928
S -1.7637 -0.6785 -1.6176
C -1.6637 0.9923 -3.7666
F -2.0187 -0.0761 -4.4719
C -1.5093 2.2091 -4.4120
F -1.7371 2.3083 -5.7076
C -2.9607 8.2489 -0.4254
C -1.9162 7.3227 0.0524
C -0.5756 7.4437 -0.3882
C 0.3917 6.5701 0.0104
C 0.0523 5.4994 0.8855
N 0.9350 4.5442 1.2781
C 2.3045 4.4758 0.9496
O 2.8781 5.3180 0.3229
N 2.9826 3.3896 1.4837
C 2.6082 2.0982 1.8596
C 3.4542 1.3846 2.7145
C 3.1030 0.1081 3.0945
C 1.9509 -0.4612 2.5805
N 1.1717 0.1775 1.7076
C 1.4796 1.4370 1.3686
C -1.2851 5.3892 1.3641
C -2.2346 6.2722 0.9570
H -2.5493 9.2249 -0.6792
H -3.7774 8.3500 0.2873
H -3.3990 7.8535 -1.3520
H -0.3141 8.2533 -1.0568
H 1.4092 6.6858 -0.3250
H 0.5936 3.8885 1.9682
H 3.9776 3.5699 1.5101
H 4.3667 1.8376 3.0820
H 3.7154 -0.4521 3.7864
H 1.6540 -1.4565 2.8751
H 0.8261 1.9276 0.6617
H -1.5372 4.5932 2.0552
H -3.2490 6.1829 1.3225
C 4.0581 -0.2486 -2.9967
C 3.1299 0.4372 -2.2267
C 2.1522 -0.2675 -1.5412
C 2.1072 -1.6567 -1.6186
C 3.0400 -2.3441 -2.3939
C 4.0047 -1.6340 -3.0882
P 0.8183 -2.5797 -0.7384
C -0.1423 -3.3900 -2.0452
C -0.1441 -2.8895 -3.3477
C -0.9625 -3.4633 -4.3075
C -1.7881 -4.5279 -3.9767
C -1.7961 -5.0276 -2.6815
C -0.9870 -4.4498 -1.7163
C 1.7223 -3.9109 0.0944
C 1.7520 -5.2309 -0.3522
C 2.4978 -6.1698 0.3455
C 3.2103 -5.8043 1.4789
C 3.2022 -4.4843 1.9125
C 2.4605 -3.5424 1.2228
H 4.8267 0.2967 -3.5274
H 3.1710 1.5173 -2.1639
H 1.4101 0.2464 -0.9429
H 3.0055 -3.4247 -2.4619
H 4.7220 -2.1613 -3.7023
H 0.5120 -2.0719 -3.6160
H -0.9466 -3.0841 -5.3200
H -2.4179 -4.9767 -4.7326
H -2.4273 -5.8686 -2.4269
H -1.0043 -4.8302 -0.7000
H 1.2187 -5.5266 -1.2447
H 2.5321 -7.1929 -0.0035
H 3.7831 -6.5474 2.0167
H 3.7781 -4.1938 2.7810
H 2.4592 -2.5054 1.5342
```

What did we get for molecular weight? Answer: 109.099 635.050 674.653 118.085 298.781 1061.262 g mol⁻¹, in the order shown.